The following is a quantum chemistry calculation of 12 unconnected molecules or ions with the total composition C5H31NO12 in a non-equilibrium geometry, from the OMol25 dataset.

Computed properties:
E: -1166.71064 Eh
spin multiplicity: 1
E_LUMO: 0.25 eV
ΔE to the lowest compared entry with this formula, charge and spin: 3.9519 eV
SMILES string: O=C[C@@H]1CCCN1.O.O.O.O.O.O.O.O.O.O.O
gap between HOMO and LUMO: 9.31 eV
net charge: 0

XYZ file:
```
49
Properties=species:S:1:pos:R:3:forces:R:3
O 0.8289 -3.4614 -0.3708 -1.00 0.08 0.58
C 0.2649 -2.6562 0.3520 3.73 0.49 -2.76
C 0.9187 -1.2778 0.5209 -1.57 0.14 1.74
C 2.3761 -1.4772 0.8928 0.88 0.47 -1.97
C 2.3601 -1.9481 2.3450 1.12 -0.24 -1.05
C 1.0877 -1.2541 2.9032 1.63 -0.09 2.14
N 0.3328 -0.6980 1.8123 -0.36 0.71 -1.84
H -0.5806 -2.9190 0.8889 -2.19 -0.38 1.31
H 0.6696 -0.5598 -0.3087 0.38 -0.95 0.57
H 2.9064 -2.1581 0.1893 -0.50 0.22 0.56
H 2.8567 -0.4943 0.7094 -0.07 -0.40 0.62
H 2.4710 -3.0643 2.3306 -0.77 0.86 0.40
H 3.3075 -1.5817 2.7672 -0.50 -0.11 0.42
H 1.5020 -0.5368 3.6813 -0.93 -0.10 -1.19
H 0.4952 -1.9287 3.5181 -0.19 -0.33 -0.15
H 0.4683 0.3344 1.6818 0.35 -1.30 0.91
O 3.4556 2.5644 -0.1720 -0.13 -0.93 -0.36
H 2.8770 2.7160 -0.9537 0.19 -0.04 0.85
H 4.0434 3.3037 -0.1923 0.71 0.63 0.20
O -3.1279 -1.4411 2.9278 0.05 -0.54 -1.07
H -3.0334 -1.8740 2.0530 -0.46 0.44 0.54
H -2.2031 -1.3549 3.1586 0.43 0.29 0.39
O -1.2135 2.6520 -1.2433 -0.94 -0.41 0.39
H -0.3735 3.0723 -1.0592 0.32 0.11 -0.02
H -1.2999 1.9387 -0.5558 0.25 0.41 -0.65
O 1.2343 1.7970 1.4580 0.67 0.75 -0.64
H 0.7375 2.0046 0.6581 -0.36 0.18 0.02
H 2.1412 1.9542 1.1152 -0.13 0.02 0.36
O 1.3857 3.4222 -1.3248 -0.32 0.60 1.03
H 1.3807 4.3822 -1.3398 0.07 0.09 -0.17
H 1.3190 3.1005 -2.2172 0.03 -0.33 -1.48
O -1.0204 -2.5025 -2.6647 -0.70 0.99 0.21
H -1.5887 -2.1453 -1.9401 0.67 -0.85 -0.49
H -0.7285 -3.3917 -2.4499 -0.02 0.08 0.44
O -4.1497 0.9913 0.4926 -0.50 0.49 0.58
H -4.3383 0.9054 1.4410 0.09 -0.39 -0.19
H -4.2836 1.9366 0.3560 0.00 0.07 -0.32
O -3.4217 -2.1198 -0.5918 0.07 -0.19 -0.38
H -3.5442 -3.0163 -0.2732 0.00 -0.26 0.23
H -3.7585 -2.1909 -1.4963 -0.05 0.32 0.11
O -1.5633 0.5013 0.2468 0.76 -0.97 0.99
H -2.5105 0.7420 0.3541 0.29 -0.75 0.34
H -1.2098 -0.1100 0.9903 -1.02 1.28 -1.17
O 1.5347 2.4961 -3.8810 -1.43 0.10 -0.50
H 2.0447 1.8520 -4.3826 -0.05 -0.06 0.18
H 0.5841 2.2241 -4.0219 1.50 0.00 0.28
O -0.2797 0.5517 -2.9493 1.89 0.00 -1.19
H -0.9991 1.0982 -2.6945 -1.22 0.26 1.04
H -0.3559 -0.3788 -2.7612 -0.67 -0.41 0.16
```
Forces are in eV/Å.